The following is a DFT calculation (the ωB97M-V functional and the def2-TZVPD basis) of an isolated ion of composition C3HN2O3 and charge -1.

Calculated values
net charge: -1
E_HOMO: -4.873 eV
DFT total energy: -450.1858 Ha
SMILES: [H]/N=C1\OC([O-])=NC1=O
orbital gap: 8.7 eV

Structure (XYZ):
```
9
Properties=species:S:1:pos:R:3:forces:R:3:lowdin_charge:R:1
H -0.8211 0.2848 0.0035 -1.4743 2.0235 0.0704 0.0260
N -0.4329 -0.6035 0.0814 0.0338 -2.3212 -0.2065 0.1939
C 0.7924 -0.4006 -0.0194 -0.6031 0.8527 0.4630 -0.4165
O 1.2917 0.8711 -0.0552 0.8845 -0.5483 -0.1484 0.0708
C 2.7084 0.6641 -0.0339 0.4726 2.5454 0.1890 -0.5449
O 3.3762 1.6593 0.1568 -0.1397 -0.9593 -0.3890 0.0628
N 3.0578 -0.6340 -0.1869 -0.0171 -0.1926 0.3746 0.1676
C 1.9374 -1.2906 -0.0393 -0.0020 -9.8317 0.5977 -0.2964
O 1.7747 -2.8092 0.1133 0.8454 8.4315 -0.9507 -0.2633
```
Positions in Å, forces in eV/Å.



The following is a DFT calculation (the ωB97M-V functional and the def2-TZVPD basis) of a 2-piece molecular cluster, H4O2 overall.

Calculated values
E_HOMO: -11.072 eV
DFT total energy: -152.8469 Ha
SMILES: O.O
orbital gap: 11.6 eV

Structure (XYZ):
```
6
Properties=species:S:1:pos:R:3:forces:R:3:lowdin_charge:R:1
O 1.9808 0.0799 -0.1565 -3.4763 0.9053 -0.0106 -0.0863
H 2.3286 -0.4807 0.5044 0.9705 -1.0136 1.0834 -0.0078
H 0.9907 0.0995 0.1375 2.3905 0.0644 -1.1245 0.0593
O -1.3650 -0.0121 0.0146 -3.6008 -3.1975 -2.4573 -0.1345
H -1.7263 0.8634 0.0224 -0.2168 1.0049 0.1042 -0.0021
H -2.2088 -0.5501 -0.5223 3.9329 2.2365 2.4048 0.1713
```
Positions in Å, forces in eV/Å.



The following is a DFT calculation (the ωB97M-V functional and the def2-TZVPD basis) of a 2-piece molecular cluster, C5H11NO overall.

Calculated values
E_HOMO: -7.261 eV
DFT total energy: -326.9832 Ha
SMILES: C=C/C(C)=C/N.O
orbital gap: 8.1 eV

Structure (XYZ):
```
18
Properties=species:S:1:pos:R:3:forces:R:3:lowdin_charge:R:1
C -2.5268 0.3624 -1.8885 1.3844 1.0396 3.6778 -0.0037
C -1.2258 0.6751 -1.5018 -2.4731 -0.4302 -1.1983 -0.1668
C -0.8090 1.0694 -0.1364 -0.6018 0.5039 -0.7600 -0.3062
C 0.6877 0.8866 0.0826 0.0086 -1.1801 4.7280 -0.0796
C -1.8691 1.4095 0.6865 2.9836 -2.2383 2.1783 -0.1430
N -2.0000 0.9990 2.0659 -0.7333 1.8632 -3.0234 0.0620
H -3.3030 0.3969 -1.0305 1.0040 -0.2207 -1.9691 0.0698
H -2.8027 0.1305 -2.8861 -0.1699 -0.2184 -0.5991 0.0215
H -0.4938 0.4477 -2.2815 0.2311 0.5443 0.3336 0.0882
H 1.0700 0.2185 -0.6561 0.2729 -1.0820 0.0203 0.0394
H 0.9934 0.5559 1.3104 -0.9971 0.1376 -3.5435 0.1394
H 1.4063 1.6839 0.0638 -0.5158 1.4099 -0.4328 0.0421
H -2.7084 1.8545 0.2749 -1.7210 0.3349 -0.7879 0.0730
H -1.0934 0.7425 2.4211 -0.4979 0.1964 1.0812 0.0641
H -2.8095 1.4690 2.5204 1.8260 -0.6607 0.2955 0.0998
O 5.9377 -4.3851 -0.1068 -0.9616 0.0449 0.8016 -0.0577
H 6.4358 -4.1257 0.6606 1.5187 0.2721 0.1671 0.0180
H 5.1107 -4.3909 0.4015 -0.5579 -0.3167 -0.9692 0.0397
```
Positions in Å, forces in eV/Å.



The following is a DFT calculation (the ωB97M-V functional and the def2-TZVPD basis) of an isolated ion of composition C5H13N2 and charge +1.

Calculated values
net charge: +1
E_HOMO: -12.601 eV
DFT total energy: -307.5183 Ha
SMILES: NCCCCC=[NH2+]
orbital gap: 7.4 eV

Structure (XYZ):
```
20
Properties=species:S:1:pos:R:3:forces:R:3:lowdin_charge:R:1
N -1.5872 1.6750 0.7160 -1.2108 1.4695 -1.1366 -0.0179
C -1.5157 0.3830 1.3251 1.6217 -0.1954 0.3601 -0.3064
C -1.4010 -0.6993 0.2128 -0.0390 0.6200 0.7194 -0.1756
C -0.4234 -0.2985 -0.9854 -1.3306 1.3358 1.6349 -0.1575
C 0.9627 0.2493 -0.4898 -1.3181 0.9451 -4.0255 -0.1761
C 1.7973 -0.8638 -0.1653 1.3885 0.7826 -2.1460 -0.0294
N 2.9627 -0.8516 -0.7105 0.5766 0.1784 -0.2352 0.2381
H -1.3934 2.4728 1.3002 0.3750 -0.1913 0.5608 0.0766
H -2.5375 1.9006 0.3868 0.5484 -0.4770 -0.0620 0.0976
H -2.2856 0.2267 2.1043 0.1938 -0.5233 -0.5630 0.1209
H -0.5367 0.3595 1.8466 -0.4611 0.0142 0.1591 0.1029
H -2.4050 -0.7869 -0.1678 -0.3062 -0.4411 -0.5663 0.0962
H -1.1696 -1.6537 0.7592 0.0769 0.5908 -0.9384 0.1175
H -0.3139 -1.2051 -1.5776 0.3519 0.1521 -0.3140 0.1057
H -0.8392 0.5465 -1.6427 0.2444 -1.5027 1.1204 0.1376
H 1.3393 0.8938 -1.4457 -0.0957 -1.7312 2.0754 0.1855
H 1.0298 1.0291 0.2349 -0.7707 0.3484 1.1274 0.1215
H 1.4423 -1.7759 0.2251 -0.2042 -0.7276 1.6302 0.1562
H 3.7527 -1.4122 -0.4585 0.0909 -0.9826 -0.0202 0.1518
H 3.1214 -0.1894 -1.4676 0.2684 0.3352 0.6196 0.1547
```
Positions in Å, forces in eV/Å.



The following is a DFT calculation (the ωB97M-V functional and the def2-TZVPD basis) of C36H62O2PbSeSi2Te as an isolated structure.

Calculated values
net charge: +2
E_HOMO (spin up / spin down): -12.934 / -12.928 eV
DFT total energy: -5000.2269 Ha
orbital gap (spin up / spin down): 4.9 / 5.0 eV

Structure (XYZ):
```
105
Properties=species:S:1:pos:R:3:forces:R:3:lowdin_charge:R:1
Pb 0.2860 0.8081 0.4184 0.5188 0.6183 0.7266 1.1829
C -1.4675 -6.7947 -0.5085 0.0703 0.1266 0.1629 -0.0463
C -0.9486 -6.5072 0.8999 -0.1314 -0.4036 -0.0182 -0.5467
C 0.3146 -7.3553 1.1344 -0.0221 0.2017 -0.0439 -0.0180
C -2.0270 -6.9451 1.9088 0.0564 0.1572 -0.0944 -0.0165
C -0.6212 -5.0544 1.1255 0.0854 -0.1690 0.1274 -0.0987
C -0.7565 -4.0706 0.1358 0.1174 0.8749 -0.2849 -0.0188
C -0.4324 -2.7661 0.4140 -0.3428 -0.0571 -1.1325 -0.3351
Se -0.5451 -1.4666 -1.0411 0.0685 -0.7641 -0.1315 1.1193
C 1.2241 -1.8003 -1.7963 -0.8476 -0.5295 -0.0250 -0.3359
C 1.4524 -2.9676 -2.4718 -0.5093 0.5296 0.4754 -0.0110
C 2.7319 -3.2373 -2.9850 0.2700 -0.0122 -0.0160 -0.0948
C 3.7419 -2.3153 -2.6924 0.1160 0.2464 0.1722 0.0513
C 3.5595 -1.1270 -2.0153 0.5553 -0.1606 -0.3075 -0.0349
C 2.2155 -0.7777 -1.6385 -0.3704 0.5482 0.2095 -0.3325
O 1.8790 0.3734 -1.2021 0.3131 -0.7363 -0.5110 -0.2515
C 4.7774 -0.2741 -1.7052 0.3201 0.1518 0.0450 -0.5277
C 5.4296 0.1815 -3.0248 -0.1692 -0.0612 0.1157 -0.0159
C 5.7670 -1.1411 -0.8987 -0.1731 0.0668 -0.0765 -0.0222
C 4.4673 0.9675 -0.8698 -0.0079 0.0183 -0.0746 -0.0507
C 3.0483 -4.4772 -3.7798 0.1147 -0.3351 -0.2320 -0.5464
C 4.0599 -5.3372 -3.0001 -0.1263 0.1734 0.0486 -0.0163
C 1.8167 -5.3376 -4.0641 0.1105 0.1760 0.0507 -0.0482
C 3.6662 -4.0661 -5.1283 -0.1257 0.0538 0.1233 -0.0176
C -0.0210 -2.3102 1.7060 -0.0126 0.8039 0.2220 -0.3334
O 0.1116 -1.0676 1.9606 0.0489 -1.0440 -0.3281 -0.2237
C 0.1933 -3.3450 2.6979 -0.0398 -0.4218 0.5405 -0.0330
C -0.1224 -4.6422 2.3654 0.2141 0.2341 0.3377 0.0601
C 0.7377 -2.9920 4.0697 0.1015 0.1052 0.2370 -0.5284
C 0.8449 -4.2080 4.9949 0.0053 0.1367 -0.2154 -0.0455
C -0.1797 -1.9625 4.7459 0.0267 0.0527 -0.1785 -0.0251
C 2.1408 -2.3892 3.8904 -0.1012 -0.0480 -0.0986 -0.0186
H -1.6942 -7.8542 -0.5928 -0.0189 -0.0623 -0.0275 0.0987
H -0.7215 -6.5575 -1.2636 0.0833 0.0322 -0.1657 0.0790
H -2.3812 -6.2442 -0.7179 -0.1305 0.0655 -0.0858 0.0946
H 0.0844 -8.4009 0.9492 -0.0351 -0.0944 -0.0271 0.0996
H 0.6790 -7.2711 2.1532 0.0721 0.0018 0.1384 0.0845
H 1.1092 -7.0519 0.4569 0.1485 -0.0173 -0.0833 0.0903
H -2.2584 -7.9925 1.7348 -0.0503 -0.0986 0.0130 0.0991
H -2.9362 -6.3636 1.7780 -0.1424 0.0310 0.0103 0.0975
H -1.6945 -6.8396 2.9369 0.0426 0.0092 0.1367 0.0854
H -1.0992 -4.3320 -0.8521 -0.0908 -0.0585 -0.0870 0.1053
H 0.6533 -3.6789 -2.5972 -0.0988 -0.0827 -0.0857 0.1044
H 4.7427 -2.5615 -3.0014 0.1746 -0.0060 -0.1054 0.1157
H 5.7791 -0.6547 -3.6238 0.0401 -0.1210 -0.0516 0.0839
H 6.2843 0.8167 -2.8048 0.0612 0.0530 0.0202 0.0985
H 4.7184 0.7509 -3.6195 -0.0149 0.1020 -0.0840 0.0969
H 6.1212 -2.0024 -1.4573 0.0334 -0.0998 -0.0690 0.0812
H 5.2918 -1.4954 0.0145 0.0243 -0.0598 0.1246 0.0936
H 6.6351 -0.5481 -0.6230 0.0570 0.0880 0.0025 0.0979
H 3.8239 1.6552 -1.4108 0.0580 0.1071 0.0510 0.0862
H 5.3941 1.4806 -0.6259 0.1168 -0.0211 -0.0187 0.0984
H 3.9803 0.6918 0.0631 0.0010 0.0717 0.1434 0.0826
H 3.6478 -5.6239 -2.0356 -0.0031 -0.0877 0.1509 0.0905
H 4.9972 -4.8166 -2.8328 0.1535 0.0713 0.0271 0.0849
H 4.2721 -6.2409 -3.5646 0.0242 -0.0824 -0.0680 0.0997
H 1.3927 -5.7423 -3.1482 -0.1308 -0.0657 0.1285 0.0782
H 2.1090 -6.1785 -4.6869 0.0127 -0.0713 -0.0339 0.0985
H 1.0563 -4.7791 -4.6038 -0.1650 0.0418 -0.0687 0.0954
H 4.5956 -3.5180 -5.0102 0.1300 0.0668 0.0214 0.0842
H 2.9714 -3.4487 -5.6918 -0.0551 0.0751 -0.1296 0.0984
H 3.8748 -4.9617 -5.7064 0.0436 -0.0801 -0.0745 0.0987
H 0.0334 -5.4034 3.1082 -0.0284 -0.0764 0.1446 0.1041
H -0.1307 -4.6455 5.1967 -0.0825 -0.0909 0.0217 0.0967
H 1.2661 -3.8924 5.9461 0.0253 0.0512 0.0502 0.0981
H 1.5064 -4.9665 4.5828 0.0660 -0.1459 0.0009 0.0914
H -1.2041 -2.3271 4.7847 -0.1300 -0.0044 0.0639 0.0996
H -0.1559 -1.0266 4.1984 -0.0791 0.0700 0.1288 0.0562
H 0.1625 -1.7806 5.7610 0.0341 -0.0226 0.1137 0.0984
H 2.8162 -3.1225 3.4540 0.1260 -0.0539 -0.0195 0.0956
H 2.5368 -2.0873 4.8566 0.0426 0.0074 0.0923 0.0987
H 2.1042 -1.5155 3.2459 0.0810 0.1031 -0.0115 0.0728
C -2.7772 0.3872 3.0736 -0.2203 0.5257 0.1527 -0.1953
Si -3.2333 2.2193 3.3465 0.2333 0.3056 -0.4896 0.4771
C -2.9539 2.8375 5.1106 -0.1660 -0.3497 -0.6445 -0.1634
C -4.9449 2.6401 2.6354 0.5456 -0.2476 0.3149 -0.1871
C -1.9817 3.0941 2.1392 -0.6215 -0.7080 0.6701 -0.5555
Te -2.3889 2.2845 0.2073 -0.5581 0.7959 -0.4254 1.1648
C -2.9950 4.1940 -0.6000 0.8428 0.6060 -0.4233 -0.5377
Si -1.7431 5.5798 -1.2294 -0.5071 -0.5983 0.2624 0.5152
C -0.6366 6.1393 0.2156 -0.3654 -0.2170 -0.6512 -0.1764
C -2.9311 6.9632 -1.7607 0.5273 -0.4592 0.1105 -0.1702
C -0.8099 4.7855 -2.6833 -0.2603 0.4759 0.5409 -0.1777
H -3.3531 -0.2863 3.6984 -0.1529 -0.1472 0.1360 0.0391
H -1.7279 0.2109 3.2948 0.1906 0.0442 0.1121 -0.0003
H -2.9496 0.0953 2.0351 -0.1271 -0.0234 -0.0119 -0.0091
H -3.6518 2.3589 5.7879 -0.1856 -0.1267 0.1709 0.0334
H -3.1169 3.9070 5.1837 -0.0504 0.2318 -0.0688 0.0352
H -1.9533 2.6274 5.4726 0.2292 -0.0767 -0.0113 0.0311
H -5.7415 2.1760 3.2069 -0.1520 -0.1254 0.1335 0.0341
H -5.0396 2.2986 1.6037 -0.0115 -0.0449 0.0301 -0.0009
H -5.1279 3.7112 2.6505 0.0447 0.2005 0.0487 0.0369
H -0.9528 2.8909 2.4241 0.2209 0.0501 0.0265 -0.0124
H -2.1314 4.1665 2.0787 0.0679 0.1467 -0.1586 0.0070
H -3.5919 4.6149 0.2111 -0.1221 -0.2039 0.0563 0.0070
H -3.6613 3.9569 -1.4284 -0.0906 -0.0860 0.0171 0.0057
H -1.2331 6.5225 1.0395 -0.1586 0.0293 0.0882 0.0320
H 0.0090 6.9512 -0.1080 0.1174 0.1289 -0.0836 0.0337
H 0.0044 5.3504 0.6000 0.0749 -0.1876 0.0143 0.0181
H -3.5178 7.3302 -0.9223 -0.0263 -0.0075 0.1755 0.0356
H -3.6263 6.6284 -2.5260 -0.0537 -0.1194 -0.1134 0.0349
H -2.3867 7.8108 -2.1676 0.1295 0.1283 -0.0611 0.0351
H -0.1828 3.9522 -2.3755 0.0919 -0.1070 0.1387 0.0109
H -0.1711 5.5156 -3.1703 0.1557 0.1212 -0.0932 0.0325
H -1.5083 4.4201 -3.4312 -0.1720 -0.0330 -0.0772 0.0332
```
Positions in Å, forces in eV/Å.



The following is a DFT calculation (the ωB97M-V functional and the def2-TZVPD basis) of an isolated ion of composition C5H9NO and charge +1.

Calculated values
spin multiplicity: 2
net charge: +1
E_HOMO (spin up / spin down): -16.175 / -16.048 eV
DFT total energy: -325.5529 Ha
orbital gap (spin up / spin down): 11.5 / 7.1 eV

Structure (XYZ):
```
16
Properties=species:S:1:pos:R:3:forces:R:3:lowdin_charge:R:1
C -0.1922 2.0178 0.1053 1.1266 0.7892 -0.5919 -0.1533
N 0.3738 0.9178 -0.3174 -2.5889 -0.8049 1.1386 0.0207
C 1.0368 0.0320 0.7092 1.3489 -0.1413 -0.8216 -0.0924
C 0.0486 -1.1200 0.8858 -0.0113 1.1685 0.0578 -0.1309
C -0.2800 -1.3900 -0.5877 -0.6187 -0.2818 1.0817 -0.1453
C -0.6003 0.0068 -1.0848 1.5091 0.0434 -1.7643 -0.0884
O 0.2692 2.7843 0.9919 -0.0407 -0.0475 0.4241 0.3287
H -1.0531 2.4922 -0.3895 -0.1089 -0.1916 -0.1226 0.2035
H 1.3945 0.5918 1.5694 -0.3676 0.0922 0.1137 0.1350
H 1.9200 -0.3407 0.1795 0.0487 -0.0345 0.2914 0.1405
H 0.4715 -1.8686 1.5538 -0.1366 -0.3142 -0.4528 0.1346
H -0.8470 -0.6910 1.3333 -0.1476 -0.2230 0.4342 0.1244
H 0.5894 -1.8488 -1.0527 -0.1186 0.1536 -0.4192 0.1279
H -1.1629 -2.0061 -0.7423 0.1356 -0.2600 0.0879 0.1310
H -0.3473 0.0584 -2.1446 0.0690 0.2870 0.0136 0.1348
H -1.6212 0.3642 -1.0092 -0.0990 -0.2352 0.5295 0.1294
```
Positions in Å, forces in eV/Å.